{
  "formula": "C20H33N3O4S2",
  "method": "the ωB97M-V functional and the def2-TZVPD basis",
  "charge": 0,
  "smiles": "CC(C)CNS(=O)(=O)c1ccc(S(=O)(=O)N2CCC(N3CCCCC3)CC2)cc1",
  "spin_multiplicity": 1,
  "de_lowest_kcal_mol": 0.9,
  "lumo_energy_ev": 0.02,
  "symbols": ["C", "H", "H", "H", "C", "C", "H", "H", "H", "H", "C", "N", "S", "O", "O", "C", "C", "C", "C", "C", "C", "H", "H", "S", "O", "O", "N", "C", "C", "H", "H", "C", "N", "C", "C", "C", "C", "C", "H", "H", "H", "H", "H", "H", "H", "H", "H", "H", "C", "C", "H", "H", "H", "H", "H", "H", "H", "H", "H", "H", "H", "H"],
  "xyz": [[5.59, -2.17, -1.51], [6.51, -2.51, -1.97], [5.17, -1.36, -2.12], [4.87, -2.99, -1.52], [5.84, -1.71, -0.08], [6.27, -2.89, 0.79], [5.50, -3.65, 0.81], [6.46, -2.56, 1.81], [7.19, -3.33, 0.40], [4.91, -1.30, 0.33], [6.92, -0.62, -0.02], [6.64, 0.57, -0.79], [5.74, 1.79, -0.13], [5.72, 2.84, -1.10], [6.24, 2.03, 1.18], [4.07, 1.14, 0.01], [3.57, 0.82, 1.26], [2.30, 0.28, 1.36], [1.56, 0.07, 0.21], [2.06, 0.40, -1.04], [3.33, 0.95, -1.14], [3.74, 1.24, -2.09], [1.45, 0.20, -1.91], [-0.08, -0.63, 0.38], [-0.56, -0.97, -0.93], [-0.03, -1.67, 1.37], [-0.86, 0.69, 1.05], [-1.85, 0.39, 2.06], [-3.17, -0.06, 1.44], [-2.99, -0.99, 0.90], [-3.91, -0.25, 2.22], [-3.68, 1.02, 0.47], [-4.97, 0.75, -0.15], [-6.11, 1.02, 0.71], [-7.38, 1.10, -0.14], [-7.59, -0.21, -0.89], [-6.34, -0.52, -1.70], [-5.12, -0.54, -0.78], [-4.22, -0.76, -1.36], [-5.25, -1.35, -0.04], [-6.19, 0.25, -2.46], [-6.43, -1.49, -2.20], [-8.46, -0.14, -1.54], [-7.77, -1.02, -0.17], [-7.27, 1.91, -0.86], [-8.24, 1.32, 0.50], [-5.95, 1.97, 1.22], [-6.24, 0.24, 1.48], [-2.61, 1.27, -0.60], [-1.30, 1.67, 0.07], [-0.50, 1.76, -0.67], [-1.40, 2.63, 0.59], [-2.44, 0.37, -1.18], [-2.94, 2.07, -1.27], [-3.81, 1.95, 1.04], [-1.43, -0.39, 2.69], [-2.00, 1.30, 2.66], [1.87, 0.00, 2.31], [4.19, 1.00, 2.13], [6.47, 0.43, -1.77], [7.05, -0.27, 1.00], [7.87, -1.03, -0.37]]
}

{
  "formula": "C20H33NO",
  "method": "the ωB97M-V functional and the def2-TZVPD basis",
  "charge": 0,
  "smiles": "CC(C)c1cccc(C(C)C)c1OCCCCN1CCCC1",
  "spin_multiplicity": 1,
  "de_lowest_kcal_mol": 4.6,
  "lumo_energy_ev": 0.87,
  "symbols": ["C", "H", "H", "H", "C", "C", "C", "C", "C", "C", "C", "O", "C", "C", "H", "C", "C", "N", "C", "C", "H", "H", "C", "H", "H", "C", "H", "H", "H", "H", "H", "H", "H", "H", "H", "H", "H", "C", "C", "H", "H", "H", "C", "H", "H", "H", "H", "H", "H", "H", "C", "H", "H", "H", "H"],
  "xyz": [[0.20, 3.60, 2.04], [0.79, 4.31, 1.47], [0.00, 4.02, 3.03], [0.79, 2.69, 2.17], [-1.12, 3.30, 1.33], [-0.89, 2.62, 0.00], [-0.21, 3.28, -1.01], [-0.07, 2.72, -2.27], [-0.65, 1.50, -2.54], [-1.33, 0.79, -1.55], [-1.41, 1.35, -0.27], [-2.08, 0.64, 0.72], [-1.24, 0.03, 1.69], [-0.47, -1.17, 1.15], [0.10, -0.85, 0.28], [0.47, -1.75, 2.21], [1.26, -2.98, 1.71], [2.67, -2.67, 1.54], [2.97, -1.86, 0.37], [3.08, -2.83, -0.83], [3.84, -2.49, -1.54], [2.13, -2.89, -1.36], [3.44, -4.17, -0.18], [2.67, -4.92, -0.38], [4.39, -4.56, -0.54], [3.50, -3.85, 1.33], [3.17, -4.68, 1.96], [4.52, -3.58, 1.61], [2.22, -1.08, 0.22], [3.94, -1.38, 0.55], [1.20, -3.77, 2.45], [0.80, -3.36, 0.78], [1.19, -0.99, 2.52], [-0.12, -2.03, 3.08], [-1.17, -1.94, 0.83], [-1.92, -0.28, 2.49], [-0.53, 0.75, 2.10], [-2.02, -0.51, -1.88], [-1.08, -1.52, -2.53], [-1.58, -2.48, -2.65], [-0.19, -1.67, -1.92], [-0.76, -1.18, -3.51], [-3.22, -0.23, -2.78], [-3.90, 0.47, -2.30], [-3.76, -1.16, -2.99], [-2.90, 0.19, -3.73], [-2.40, -0.93, -0.94], [-0.57, 1.08, -3.53], [0.47, 3.25, -3.04], [0.21, 4.26, -0.82], [-1.93, 4.59, 1.13], [-1.37, 5.31, 0.54], [-2.86, 4.37, 0.61], [-2.16, 5.04, 2.09], [-1.73, 2.64, 1.96]]
}

{
  "formula": "C20H33NO3",
  "method": "the ωB97M-V functional and the def2-TZVPD basis",
  "charge": 0,
  "spin_multiplicity": 1,
  "de_lowest_kcal_mol": 399.6,
  "lumo_energy_ev": 0.68,
  "symbols": ["C", "C", "C", "C", "O", "C", "C", "C", "C", "C", "C", "H", "H", "C", "O", "H", "C", "C", "C", "H", "H", "H", "H", "H", "H", "H", "C", "H", "H", "C", "N", "C", "C", "H", "O", "C", "C", "H", "H", "H", "H", "H", "H", "H", "H", "H", "H", "H", "H", "H", "H", "H", "H", "H", "H", "H", "H"],
  "xyz": [[-5.87, -1.72, 1.46], [-4.66, -0.74, 1.02], [-5.21, 0.53, 0.18], [-4.25, 1.44, -0.22], [-3.40, 0.81, -1.34], [-2.30, 0.30, -0.81], [-1.65, -0.31, -1.77], [-0.36, -0.77, -1.88], [0.21, -0.81, -0.60], [-0.40, -0.34, 0.55], [-1.73, 0.51, 0.42], [-2.27, 0.81, 1.17], [0.00, -0.55, 1.44], [1.64, -1.42, -0.25], [2.04, -1.36, 0.91], [2.09, -0.42, 1.29], [1.46, -3.18, -0.49], [2.55, -3.96, -0.01], [2.57, -4.20, 1.31], [3.29, -4.86, 1.79], [1.52, -4.89, 1.45], [2.31, -3.32, 2.15], [2.59, -4.70, -0.65], [3.47, -3.34, -0.07], [0.51, -3.17, -0.27], [1.34, -3.13, -1.63], [2.68, -1.11, -1.28], [2.20, -0.43, -2.22], [3.29, -1.74, -1.45], [3.52, 0.19, -0.62], [2.67, 1.33, -0.06], [1.88, 2.02, -1.07], [1.03, 3.02, -0.13], [0.44, 3.54, -0.84], [1.69, 3.73, 0.75], [2.52, 3.20, 1.66], [3.46, 2.08, 0.70], [3.99, 1.48, 1.85], [4.14, 2.74, 0.32], [2.91, 3.81, 2.36], [1.88, 2.31, 2.40], [0.12, 2.45, 0.65], [1.20, 1.37, -1.55], [2.54, 2.51, -1.54], [3.99, 0.74, -1.56], [4.33, -0.25, 0.05], [0.23, -1.34, -2.57], [-1.89, -0.29, -2.88], [-4.78, 2.42, -0.77], [-3.90, 1.91, 0.73], [-6.11, 1.01, 0.74], [-5.81, 0.10, -0.76], [-4.18, -0.29, 1.84], [-3.97, -1.32, 0.55], [-5.40, -2.61, 2.08], [-6.65, -1.14, 2.17], [-6.39, -2.19, 0.41]]
}

{
  "formula": "C20H33NO3Si",
  "method": "the ωB97M-V functional and the def2-TZVPD basis",
  "charge": 0,
  "smiles": "CCOCCOC[Si@H](CCCCn1cccc1)c1ccccc1.CO",
  "spin_multiplicity": 1,
  "lumo_energy_ev": 0.60,
  "symbols": ["C", "C", "O", "C", "C", "O", "C", "Si", "C", "C", "C", "C", "N", "C", "C", "C", "C", "C", "C", "C", "C", "C", "C", "H", "H", "H", "H", "H", "H", "H", "H", "H", "H", "H", "H", "H", "H", "H", "H", "H", "H", "H", "H", "H", "H", "H", "H", "H", "H", "H", "H", "H", "C", "O", "H", "H", "H", "H"],
  "xyz": [[1.55, 3.82, 1.25], [2.53, 3.33, 0.08], [1.93, 3.39, -1.25], [1.11, 2.21, -1.38], [0.26, 2.16, -2.75], [-0.22, 0.83, -3.08], [-1.54, 0.57, -2.52], [-1.28, -0.64, -1.02], [-0.43, -2.29, -1.56], [1.00, -2.40, -0.80], [1.33, -3.88, -0.25], [2.96, -4.03, -0.33], [3.60, -2.83, 0.34], [3.26, -2.36, 1.68], [4.20, -1.16, 1.92], [5.04, -0.99, 0.60], [4.62, -2.09, -0.40], [-2.84, -0.87, 0.05], [-3.91, 0.23, 0.27], [-5.11, -0.09, 1.22], [-5.23, -1.46, 1.92], [-4.19, -2.59, 1.70], [-3.00, -2.27, 0.76], [2.03, 4.53, 2.00], [1.16, 2.91, 1.84], [0.63, 4.29, 0.73], [2.94, 2.29, 0.33], [3.43, 4.04, 0.04], [0.33, 2.13, -0.53], [1.71, 1.22, -1.31], [0.98, 2.45, -3.61], [-0.59, 2.94, -2.75], [-2.17, 0.00, -3.29], [-2.12, 1.51, -2.24], [-0.28, 0.04, -0.15], [-1.10, -3.21, -1.40], [-0.20, -2.25, -2.69], [0.94, -1.73, 0.14], [1.83, -1.96, -1.45], [0.97, -3.92, 0.84], [0.80, -4.72, -0.82], [3.20, -4.05, -1.44], [3.22, -4.98, 0.23], [2.47, -2.79, 2.39], [4.24, -0.52, 2.87], [5.83, -0.20, 0.41], [4.98, -2.31, -1.46], [-3.77, 1.23, -0.26], [-5.86, 0.74, 1.39], [-6.10, -1.66, 2.62], [-4.21, -3.61, 2.20], [-2.20, -3.06, 0.59], [-3.39, 4.12, 1.62], [-2.81, 3.32, 0.60], [-4.40, 3.76, 1.81], [-2.80, 4.03, 2.54], [-3.43, 5.16, 1.30], [-1.91, 3.66, 0.45]]
}

no.,calculated total energy (eV)
1,-55606.12591
2,-24813.10329
3,-28890.97872
4,-36775.95823